[1]
This record from the Open Molecules 2025 dataset describes a molecular structure, AlH42O21 in a non-equilibrium geometry. The level of theory is ωB97M-V/def2-TZVPD.

Structure (XYZ):
```
64
Properties=species:S:1:pos:R:3
Al -0.3075 -0.6073 0.0917
O -2.3674 -2.4675 -1.2232
O -3.1967 3.1130 -1.5515
O 0.0322 -3.8423 -0.1968
O 1.4021 1.3401 -1.4799
O 3.3973 -3.5379 1.1591
O -1.8102 2.8802 3.2937
O -3.2310 0.0607 0.6360
O 0.0244 0.1825 -4.7208
O -1.0839 0.0489 3.0116
O -1.2461 -3.9060 -3.9644
O 0.0989 2.5960 -3.5331
O -1.8432 0.8426 -2.1542
O 0.9685 3.9940 0.3252
O 1.3146 -2.2010 2.0940
O 0.2530 -1.6458 -2.7413
O -1.1380 2.2144 0.6186
O 1.7071 0.9376 1.6680
O 1.3896 3.1657 3.1971
O 3.8286 -0.5626 2.3611
O -2.1386 -2.2816 2.1709
O 2.5192 -1.3715 -0.4617
H -3.0149 3.0549 -0.6136
H 3.6314 -3.5954 0.2327
H -2.3820 0.5656 -2.8953
H -2.9873 4.0185 -1.7809
H -0.6589 -4.6557 -4.0612
H 1.8661 1.7771 2.0995
H 2.1868 1.8882 -1.4841
H 0.7224 1.8912 -1.8681
H -2.7517 -3.0084 2.2807
H -1.2767 2.5806 4.0298
H 1.8328 3.5882 0.2583
H 0.7437 2.6241 3.6508
H -2.5728 3.2908 3.7013
H 0.3997 -4.2130 0.6056
H -0.6516 3.1900 -3.5216
H 1.0256 -2.7133 2.8491
H -3.6321 0.9294 0.6623
H -0.5595 -0.4319 3.6520
H -1.5650 0.6933 3.5307
H 2.4248 0.3768 1.9624
H 1.1491 4.9294 0.4185
H 2.0503 -2.6970 1.7349
H 2.1000 3.2725 3.8297
H -0.5857 -4.5047 -0.5061
H 0.0407 1.0910 -4.4199
H 3.2237 -0.9425 -0.9474
H -2.1028 1.7500 -1.9947
H 3.6370 -4.3912 1.5206
H 4.4936 -0.0272 1.9282
H -3.9523 -0.5303 0.4202
H -0.7460 -3.2747 -3.4471
H 2.9694 -1.9033 0.1946
H -0.4148 2.8410 0.5945
H -1.9830 -1.9626 3.0599
H 0.1157 -0.9199 -3.3499
H 4.2753 -1.3853 2.5605
H -1.6038 2.4167 1.4300
H -2.5947 -3.2481 -0.7180
H 1.0983 -2.0157 -2.9957
H -2.7282 -2.6321 -2.0944
H -0.6463 0.1678 -5.4035
H 0.8509 3.1627 -3.7053
```

Spin multiplicity ... 1
HOMO level ... -17.91 eV
Total charge ... +3
Frontier orbital gap ... 3.5 eV

Mulliken atomic charge list, values in e, 5 entries: 1.57, -0.42, -0.65, -0.46, -0.36

---

[2]
This record from the Open Molecules 2025 dataset describes C6H10 in the gas phase. The level of theory is ωB97M-V/def2-TZVPD.

Structure (XYZ):
```
16
Properties=species:S:1:pos:R:3
C -1.5757 0.4250 0.5175
C 1.3271 -0.2575 0.5032
C 0.2624 -1.3046 0.1034
C -0.9424 -0.5277 -0.4485
C 0.9550 0.9536 -0.3460
C -0.5545 0.9298 -0.4775
H -1.4150 0.2653 1.5809
H -0.9526 1.6278 -1.2100
H 0.0001 -1.9466 0.9522
H -1.5093 -0.9865 -1.2528
H 1.3029 -0.0256 1.5752
H 1.3978 1.8909 0.0054
H 0.6627 -1.9476 -0.6863
H 2.3474 -0.5938 0.2846
H 1.2786 0.7357 -1.3814
H -2.5846 0.7617 0.2801
```

Spin multiplicity ... 1
HOMO level ... -9.76 eV
Total charge ... 0
Frontier orbital gap ... 11.0 eV

Mulliken atomic charge list, values in e, 5 entries: -0.77, -0.65, -0.79, -0.07, -0.60

---

[3]
This record from the Open Molecules 2025 dataset describes C2H3NS2 in the gas phase in a non-equilibrium geometry. The level of theory is ωB97M-V/def2-TZVPD.

Structure (XYZ):
```
8
Properties=species:S:1:pos:R:3
S -0.6713 0.8558 2.0501
S 0.0657 -0.7741 -2.3725
N 0.7188 -0.2463 0.1268
C -0.1790 0.0036 -0.9213
C 0.6034 0.0625 1.4695
H -1.0253 0.6151 -0.7534
H 1.5903 -0.4605 -0.2598
H 1.5460 -0.1352 1.9959
```

Spin multiplicity ... 1
HOMO level ... -8.99 eV
Total charge ... 0
Frontier orbital gap ... 7.9 eV

Mulliken atomic charge list, values in e, 5 entries: -0.31, -0.26, -0.16, -0.15, -0.01

---

[4]
This record from the Open Molecules 2025 dataset describes C3H8OSi in the gas phase in a non-equilibrium geometry. The level of theory is ωB97M-V/def2-TZVPD.

Structure (XYZ):
```
13
Properties=species:S:1:pos:R:3
Si -0.2652 -0.0416 -0.8279
O -0.6809 0.3506 2.0853
C 0.1797 -0.6074 2.1279
C 1.0187 -0.5868 -2.1284
C 0.9939 -0.5468 0.9115
H 0.0606 -1.4835 2.8448
H 1.6750 0.2342 -2.4556
H 1.8322 -1.2353 0.6021
H 1.5274 -1.5615 -1.6719
H 0.6312 -0.8225 -3.1175
H 1.2825 0.5175 0.5589
H -0.8817 1.1894 -0.4545
H -1.1589 -1.0995 -1.2115
```

Spin multiplicity ... 1
HOMO level ... -9.32 eV
Total charge ... 0
Frontier orbital gap ... 9.7 eV

Mulliken atomic charge list, values in e, 5 entries: 0.51, -0.54, 0.08, -0.96, -0.57